(1)
Here is one molecule with the formula C5H9ClN2O5S in a non-equilibrium geometry from the OMol25 dataset. Energies are from wB97M-V/def2-TZVPD.

Results
Frontier orbital gap ... 9.243 eV
SMILES ... O=S(=O)(O/[N+]([O-])=C/Cl)N1CCOCC1
HOMO level ... -0.341 Ha
E_tot ... -1539.8060 Eh
Lowest unoccupied orbital energy ... 0.0 eV

Each line ends with the Mulliken charge.
Element x y z (Å)
O 0.1776 -3.0057 0.2591  -0.6146
S 0.6415 -1.8552 -0.4073  1.2926
O 1.4016 -1.9331 -1.6129  -0.6152
O 1.6145 -1.2529 0.8279  -0.3708
N 2.1026 0.0751 0.8637  0.6223
O 1.4106 0.9498 1.3944  -0.6129
C 3.2545 0.1686 0.1956  -0.1826
Cl 4.0729 1.7212 0.2485  -0.1299
N -0.6049 -0.7414 -0.3747  0.0257
C -0.8672 0.1537 -1.4739  -0.5776
C -1.2115 1.6048 -0.8457  -0.4298
O -2.2358 1.4129 0.1252  -0.4416
C -1.7112 0.6616 1.1556  -0.5900
C -1.4885 -0.7564 0.6587  -0.3970
H 3.8012 -0.6485 -0.1594  0.3958
H -1.7862 -0.1650 -1.8808  0.3633
H 0.0368 0.0637 -2.1820  0.3238
H -0.3586 1.8069 -0.1949  0.3230
H -1.3561 2.3920 -1.6922  0.3109
H -2.5155 0.7257 1.8658  0.3504
H -0.7765 1.0962 1.5249  0.3175
H -1.0569 -1.4103 1.4488  0.3944
H -2.5449 -1.0640 0.2556  0.2420

Cartesian forces, eV/Å:
O 0.011 -0.956 0.123
S -1.152 1.707 0.877
O -0.598 0.867 0.370
O 0.079 -0.575 0.440
N 1.349 0.601 -2.171
O 0.699 -0.861 -0.185
C -1.377 2.571 2.027
Cl -0.739 -1.220 -0.130
N 4.450 -1.261 -3.228
C 1.424 1.706 0.039
C 1.490 -1.104 -1.044
O -0.495 1.546 -2.517
C -0.136 -0.405 0.822
C -3.228 -0.707 2.586
H 0.230 -1.143 -0.417
H -1.014 -0.504 -1.256
H -1.685 0.618 0.827
H 0.568 0.821 -0.766
H -0.337 -1.372 1.892
H 0.022 -0.460 0.914
H -0.231 -0.075 0.188
H -0.986 0.337 -0.335
H 1.658 -0.130 0.946


(2)
Here is an isolated ion of composition C3H9N6O and charge +1 in a non-equilibrium geometry from the OMol25 dataset. Energies are from wB97M-V/def2-TZVPD.

Results
Frontier orbital gap (alpha / beta) ... 8.456 / 6.870 eV
HOMO level (alpha / beta) ... -0.439 / -0.385 Ha
Charge ... +1
E_tot ... -523.0604 Eh
Lowest unoccupied orbital energy (alpha / beta) ... -3.5 / -3.6 eV

Each line ends with the Mulliken charge.
Element x y z (Å)
C -1.3043 0.1253 0.0342  0.6054
C 0.3357 -1.5345 -0.1961  -0.2029
C 0.6346 0.5753 -1.2829  -0.4874
N -0.8755 -1.2034 0.2554  -0.1514
N 0.8604 -0.8550 -1.2733  -0.2516
N 1.6416 -0.3497 1.3453  -0.4793
N 1.3015 1.2708 -0.2220  -0.1307
N -0.7759 0.7759 -1.0048  -0.2373
N -2.3735 0.5509 0.6922  -0.3909
O 1.0568 0.8928 1.1180  -0.1574
H 0.9262 -2.4517 0.1349  0.4082
H 0.9119 1.0995 -2.1748  0.4560
H -1.5244 -1.7170 0.9544  0.3150
H 1.8857 -0.9309 -1.2456  0.3730
H 1.5109 -0.5570 2.3825  0.2511
H 2.3555 1.1958 -0.3717  0.3245
H -1.0920 1.7616 -1.0645  0.3104
H -2.7401 -0.1473 1.3657  0.2070
H -2.7352 1.4986 0.5531  0.2384

Cartesian forces, eV/Å:
C 0.290 -2.312 -0.374
C 3.703 -1.530 1.674
C -1.249 -0.200 2.486
N -3.847 2.187 1.407
N 0.845 -0.118 -0.535
N 0.314 -1.487 0.113
N 3.154 1.394 0.059
N -1.025 1.402 -0.181
N -0.103 -0.751 0.465
O -0.879 -0.336 -0.622
H -1.658 1.223 -0.625
H 0.217 -0.237 -0.730
H 2.388 0.589 -1.664
H -0.529 -0.653 -0.209
H -0.280 0.687 -1.492
H -1.620 0.313 0.488
H 0.514 -0.912 -0.133
H -0.197 1.596 -0.533
H -0.038 -0.855 0.407


(3)
Here is one molecule with the formula C2H4ClN2P in a non-equilibrium geometry from the OMol25 dataset. Energies are from wB97M-V/def2-TZVPD.

Results
Frontier orbital gap ... 9.839 eV
SMILES ... [H]/N=P/N1C[C@@H]1Cl
HOMO level ... -0.351 Ha
E_tot ... -989.6030 Eh
Lowest unoccupied orbital energy ... 0.3 eV

Each line ends with the Mulliken charge.
Element x y z (Å)
H -2.4499 -2.2396 0.7818  0.2402
N -1.5830 -1.6840 0.6607  -0.4711
P -1.7684 -0.5928 -0.4214  -0.0204
N -0.3105 0.1713 -0.4487  0.0725
C 0.5896 1.2415 -0.6305  -0.2325
C 0.9024 0.1200 0.2759  -0.1145
Cl 2.2929 -0.9774 0.0000  -0.1920
H 0.2292 2.2802 -0.1425  0.1854
H 1.2136 1.4114 -1.4806  0.2497
H 0.8840 0.2694 1.4052  0.2829

Cartesian forces, eV/Å:
H 0.725 0.419 -0.163
N -0.574 -0.590 0.349
P -0.733 0.218 -0.346
N 1.147 -1.465 -0.299
C -0.790 3.670 1.866
C 0.429 0.467 2.737
Cl -0.774 0.194 -0.516
H 0.991 -2.362 -1.025
H -0.083 -0.395 -0.891
H -0.337 -0.155 -1.713


(4)
Here is C45H51AsNO2P2S2Si2Sn as an isolated structure from the OMol25 dataset. Energies are from wB97M-V/def2-TZVPD.

Results
Frontier orbital gap ... 6.914 eV
HOMO level ... -0.359 Ha
Charge ... +1
E_tot ... -6458.6976 Eh
Lowest unoccupied orbital energy ... -2.8 eV

Each line ends with the Mulliken charge.
Element x y z (Å)
Sn 0.2053 -0.6697 -1.1564  0.8464
S 2.4507 0.2893 -0.2924  -0.8243
P 1.4692 2.0177 -0.8431  1.9970
C -0.1943 1.7548 -0.7277  -0.8798
P -1.2358 2.3175 0.4275  1.2382
S -2.2825 0.8338 1.5758  -0.6325
C -2.6274 3.2492 -0.2769  0.0658
C -3.9338 3.2095 0.1982  -0.5705
C -4.9160 3.9932 -0.3914  -0.8091
C -4.5989 4.8261 -1.4532  -0.5006
C -3.2965 4.8706 -1.9327  -0.7502
C -2.3183 4.0809 -1.3524  -0.2278
C -0.5837 3.3791 1.7415  0.3474
C -0.9307 4.7171 1.8717  -0.6710
C -0.4184 5.4641 2.9258  -0.8274
C 0.4260 4.8760 3.8528  -0.8591
C 0.7756 3.5359 3.7237  -0.4490
C 0.2755 2.7964 2.6699  0.9335
C 2.2491 3.4331 -0.0361  0.5984
C 1.9235 4.7096 -0.4939  -0.3749
C 2.4839 5.8232 0.1045  -0.6588
C 3.3800 5.6678 1.1561  -0.6052
C 3.7133 4.4007 1.6065  -0.6352
C 3.1448 3.2817 1.0134  -0.3679
C 1.8677 2.2583 -2.5984  0.4340
C 0.8844 2.0858 -3.5652  -0.3214
C 1.2066 2.2053 -4.9119  -0.7605
C 2.5055 2.5014 -5.2919  -0.5350
C 3.4893 2.6831 -4.3253  -0.6791
C 3.1729 2.5593 -2.9845  -0.6912
H -4.1997 2.5720 1.0309  0.4102
H -5.9303 3.9506 -0.0177  0.4225
H -5.3661 5.4364 -1.9106  0.3940
H -3.0463 5.5134 -2.7662  0.4531
H -1.3098 4.0888 -1.7488  0.2264
H -1.6030 5.1825 1.1625  0.4402
H -0.6892 6.5067 3.0237  0.4550
H 0.8136 5.4589 4.6774  0.4327
H 1.4429 3.0772 4.4426  0.4634
H 0.5591 1.7554 2.5512  -0.8133
H 1.2410 4.8295 -1.3281  0.2264
H 2.2311 6.8131 -0.2509  0.4733
H 3.8234 6.5393 1.6193  0.4148
H 4.4149 4.2812 2.4214  0.4535
H 3.3992 2.2886 1.3632  0.3462
H -0.1336 1.8817 -3.2538  0.3423
H 0.4372 2.0779 -5.6624  0.4756
H 2.7551 2.5983 -6.3400  0.4173
H 4.5022 2.9226 -4.6200  0.4297
H 3.9433 2.6967 -2.2343  0.3996
C -2.9939 -4.0110 -3.8994  -0.9678
O -1.8342 -4.4450 -3.2009  -0.4766
C -0.6606 -3.8217 -3.4912  0.8237
C -0.5028 -2.7955 -4.4103  -0.5693
C 0.7573 -2.2412 -4.6042  -0.6227
C 1.8573 -2.7060 -3.9033  -0.8575
C 1.7038 -3.7427 -2.9938  0.1763
C 0.4524 -4.2877 -2.7847  -0.0671
N 0.2369 -5.3923 -1.9198  0.1638
C 0.8173 -5.7450 -0.7893  -1.0064
C 1.6455 -5.0401 0.0943  1.6800
C 2.4027 -5.8234 1.0179  -0.8610
C 3.2911 -5.2489 1.8696  -1.0318
C 3.4467 -3.8395 1.8402  -0.3777
C 2.6922 -3.0469 1.0288  -0.4893
C 1.7046 -3.6038 0.1587  0.1685
O 0.8945 -2.9002 -0.5197  -0.4260
H -2.8790 -4.1514 -4.9756  0.4094
H -3.2034 -2.9611 -3.6831  0.3514
H -3.8109 -4.6272 -3.5364  0.2773
H -1.3480 -2.4189 -4.9658  0.4258
H 0.8735 -1.4327 -5.3135  0.4186
H 2.8326 -2.2681 -4.0611  0.3900
H 2.5539 -4.1256 -2.4450  0.4741
H -0.4398 -6.0507 -2.2829  0.3162
H 0.6072 -6.7769 -0.5218  0.3620
H 2.2844 -6.9007 1.0005  0.4019
H 3.8822 -5.8501 2.5445  0.4127
H 4.1763 -3.3782 2.4952  0.4720
H 2.8092 -1.9734 1.0313  -0.0194
C -1.1741 -0.4555 4.7779  -1.0611
Si -0.0060 -1.2425 3.5618  0.6646
C 1.6902 -0.4637 3.6600  -0.6383
C 0.1113 -3.0988 3.7573  -0.6424
As -0.9693 -0.9501 1.3859  0.5145
Si -2.7652 -2.5100 1.1918  0.2308
C -3.7875 -2.5372 2.7505  -1.0630
C -3.7691 -1.8939 -0.2547  -0.9187
C -1.9924 -4.1555 0.7803  -0.0840
H -0.7281 -0.4825 5.7753  0.4080
H -2.1336 -0.9727 4.8210  0.2686
H -1.3619 0.5883 4.5203  0.2716
H 2.2542 -0.9879 4.4356  0.5301
H 1.6413 0.5873 3.9429  0.0053
H 2.2439 -0.5345 2.7251  0.1297
H 0.7629 -3.3364 4.6014  0.4219
H 0.5464 -3.5715 2.8763  -0.1260
H -0.8620 -3.5520 3.9499  0.2996
H -4.1163 -1.5320 3.0204  0.2915
H -3.2610 -2.9679 3.6023  0.2931
H -4.6817 -3.1396 2.5711  0.4018
H -4.2663 -0.9498 -0.0331  0.3083
H -4.5329 -2.6354 -0.5021  0.4406
H -3.1426 -1.7449 -1.1372  0.0745
H -1.3592 -4.5396 1.5799  0.3030
H -1.3836 -4.0479 -0.1183  -0.5131
H -2.7784 -4.8894 0.5857  0.5442

Cartesian forces, eV/Å:
Sn -0.241 0.199 -0.275
S -0.009 -0.015 -0.064
P -0.020 0.077 -0.077
C 0.278 -0.428 0.437
P -0.200 0.109 -0.121
S -0.071 0.094 -0.026
C 0.052 -0.034 -0.094
C -0.013 0.053 0.109
C 0.014 -0.026 0.035
C 0.038 0.010 -0.017
C -0.077 0.036 -0.015
C 0.022 -0.046 -0.048
C -0.027 0.007 0.014
C -0.013 0.032 -0.008
C 0.000 0.009 0.006
C -0.001 -0.020 -0.013
C -0.001 0.035 0.000
C 0.054 -0.046 -0.027
C -0.014 0.008 0.030
C -0.023 -0.018 -0.013
C 0.026 0.025 0.023
C -0.004 0.015 -0.005
C -0.005 -0.010 -0.011
C 0.009 -0.023 0.005
C 0.001 -0.018 0.003
C -0.027 0.056 0.003
C -0.001 -0.004 -0.027
C 0.003 -0.007 0.010
C 0.000 0.002 -0.008
C 0.026 -0.011 0.011
H 0.008 -0.019 0.009
H -0.007 0.002 0.001
H -0.007 0.006 -0.006
H 0.006 0.005 -0.008
H 0.015 -0.023 0.018
H -0.004 -0.014 -0.008
H -0.004 0.014 0.003
H 0.011 0.012 0.013
H 0.009 -0.003 0.009
H -0.021 0.036 -0.009
H -0.012 -0.002 0.002
H -0.005 0.010 -0.007
H 0.001 0.011 0.003
H 0.011 -0.005 0.006
H 0.000 -0.009 0.009
H 0.014 -0.013 0.009
H -0.007 0.000 -0.007
H 0.002 0.007 -0.016
H 0.009 -0.001 -0.007
H -0.007 -0.008 0.010
C -0.009 0.004 0.013
O 0.041 -0.006 0.001
C 0.016 0.006 -0.019
C 0.018 -0.022 0.030
C -0.028 0.013 -0.029
C 0.010 -0.011 0.015
C -0.007 0.044 -0.065
C -0.007 -0.043 0.027
N -0.035 -0.009 -0.015
C 0.026 0.002 0.020
C -0.049 -0.092 -0.006
C 0.019 0.000 0.011
C -0.019 0.007 -0.028
C 0.007 -0.013 0.042
C -0.067 0.001 0.007
C 0.045 0.001 -0.158
O 0.075 0.084 0.416
H -0.007 0.000 -0.002
H -0.008 -0.005 -0.013
H -0.001 0.004 -0.007
H -0.015 0.014 -0.012
H 0.001 0.011 -0.007
H 0.015 0.008 -0.004
H 0.003 -0.013 0.002
H -0.007 0.014 0.004
H 0.014 -0.001 -0.006
H -0.012 -0.014 -0.003
H 0.006 -0.002 0.012
H 0.006 0.002 0.001
H 0.005 0.058 0.002
C 0.004 -0.014 0.017
Si -0.012 -0.023 0.006
C -0.032 -0.029 -0.007
C 0.011 0.020 0.015
As 0.108 -0.049 -0.022
Si 0.054 0.014 -0.064
C -0.024 0.023 -0.029
C 0.008 0.003 -0.002
C -0.028 0.010 0.021
H -0.004 -0.005 0.026
H 0.001 0.000 -0.014
H 0.014 0.015 -0.004
H 0.038 0.002 0.005
H -0.018 0.008 0.031
H 0.017 -0.013 -0.047
H -0.010 0.007 0.038
H 0.042 -0.020 -0.056
H -0.033 0.008 -0.015
H -0.002 0.011 0.001
H 0.038 -0.009 -0.003
H -0.019 -0.018 0.026
H -0.002 0.007 0.011
H -0.024 -0.004 -0.016
H 0.026 -0.021 -0.014
H 0.024 -0.001 0.042
H 0.016 -0.005 -0.035
H -0.012 -0.019 -0.007


We obtain energy above the lowest of the compared OMol25 structures with the same formula, charge and spin values of 45.4 113.3 46.7 27.8 kcal per mole for the records listed above, in that order.